Molecular formula: FIn
Method: DFT, ωB97M-V/def2-TZVPD

Computed properties:
energy above the lowest of the compared OMol25 structures with the same formula, charge and spin = 2.6 kcal/mol
orbital gap = 7.77 eV
LUMO energy = -19.152 eV
net charge = +2

Positions of all 2 atoms, in Å:
In1 -0.1708 1.0754 -0.0160
F1 0.1708 -1.0754 0.0160